Computed, not measured: a cluster of 14 separate species, C84H210N10O16P4 in total in a non-equilibrium geometry, with the ωB97M-V functional and the def2-TZVPD basis.

Last column: Mulliken charge in e.
Element x y z (Å)
1 C -24.88 -8.50 -12.28  -1.7002
2 C -26.01 -8.40 -11.27  1.7785
3 N -26.07 -7.03 -10.78  0.2723
4 C -25.06 -6.88 -9.69  0.8492
5 C -24.73 -5.44 -9.30  -1.8899
6 C -27.39 -6.57 -10.35  0.7272
7 C -28.15 -6.29 -11.63  -1.4847
8 H -25.27 -8.17 -13.24  0.4827
9 H -24.48 -9.50 -12.42  0.3080
10 H -24.06 -7.79 -12.14  0.3572
11 H -26.90 -8.73 -11.80  -0.3346
12 H -25.88 -9.07 -10.42  -0.8006
13 H -25.44 -7.36 -8.79  -0.4229
14 H -24.15 -7.44 -9.92  0.1483
15 H -25.39 -4.98 -8.56  0.2485
16 H -23.70 -5.45 -8.93  0.4629
17 H -24.69 -4.74 -10.14  0.4100
18 H -27.40 -5.62 -9.81  0.3989
19 H -27.96 -7.31 -9.78  -0.6162
20 H -28.17 -7.05 -12.41  0.2137
21 H -27.70 -5.50 -12.24  0.4880
22 H -29.16 -5.92 -11.46  0.2639
23 C -27.80 -18.37 -3.06  -1.6496
24 C -28.64 -17.51 -3.95  0.4441
25 N -27.78 -16.68 -4.79  0.0887
26 C -28.62 -16.06 -5.81  2.2792
27 C -28.86 -17.05 -6.97  -1.7103
28 C -27.07 -15.61 -4.05  -0.2925
29 C -25.96 -14.98 -4.90  -1.0590
30 H -28.41 -19.21 -2.73  0.4412
31 H -27.50 -17.98 -2.09  0.3740
32 H -26.94 -18.79 -3.58  0.3446
33 H -29.37 -18.07 -4.54  0.4807
34 H -29.26 -16.82 -3.36  -0.3556
35 H -29.50 -15.65 -5.33  -0.8877
36 H -28.20 -15.16 -6.26  -0.7707
37 H -29.51 -17.88 -6.67  0.4043
38 H -29.32 -16.59 -7.84  0.3682
39 H -27.90 -17.37 -7.35  0.3357
40 H -26.57 -16.11 -3.22  0.6690
41 H -27.68 -14.91 -3.49  -0.0703
42 H -25.41 -15.68 -5.53  0.4074
43 H -25.26 -14.60 -4.15  0.4874
44 H -26.26 -14.16 -5.55  -0.1291
45 C -33.95 -7.02 -6.54  -0.2998
46 C -34.93 -6.31 -5.64  -1.2374
47 N -34.23 -5.55 -4.65  0.9550
48 C -35.23 -5.17 -3.61  -0.8216
49 C -34.66 -4.72 -2.30  -1.0656
50 C -33.33 -4.48 -5.12  0.1483
51 C -34.06 -3.38 -5.86  -1.7121
52 H -34.48 -7.78 -7.12  0.5634
53 H -33.17 -7.54 -5.98  -0.1877
54 H -33.40 -6.36 -7.21  -0.0231
55 H -35.69 -5.74 -6.18  0.5201
56 H -35.51 -7.07 -5.11  0.3970
57 H -35.90 -4.43 -4.06  0.5506
58 H -35.92 -5.99 -3.39  0.5716
59 H -35.26 -4.89 -1.40  0.4158
60 H -33.78 -5.33 -2.08  -0.1268
61 H -34.36 -3.68 -2.29  0.3468
62 H -32.55 -4.85 -5.78  -0.3196
63 H -32.84 -4.03 -4.26  0.3444
64 H -34.71 -2.73 -5.27  0.3281
65 H -34.64 -3.74 -6.71  0.2983
66 H -33.39 -2.68 -6.36  0.4891
67 C -32.42 -8.22 -2.78  1.7520
68 C -33.21 -9.45 -2.22  -0.9127
69 N -34.53 -9.21 -1.66  0.3631
70 C -34.63 -8.25 -0.50  0.2366
71 C -33.75 -8.83 0.65  -0.9996
72 C -35.58 -9.02 -2.65  -0.0741
73 C -35.74 -10.29 -3.54  -1.1788
74 H -32.87 -7.86 -3.71  -0.5406
75 H -31.43 -8.62 -3.00  -0.3811
76 H -32.28 -7.41 -2.06  -0.0979
77 H -33.19 -10.30 -2.90  -0.4531
78 H -32.61 -9.89 -1.42  0.1089
79 H -35.68 -8.05 -0.26  0.5184
80 H -34.22 -7.29 -0.81  -0.3852
81 H -33.99 -9.89 0.77  0.3073
82 H -33.89 -8.39 1.64  0.4609
83 H -32.67 -8.73 0.56  -0.0108
84 H -36.59 -8.90 -2.28  0.6381
85 H -35.32 -8.16 -3.28  -0.2607
86 H -34.83 -10.59 -4.06  -0.1986
87 H -35.99 -11.13 -2.88  0.3512
88 H -36.63 -10.16 -4.16  0.5533
89 C -34.31 -12.48 -8.82  -1.0366
90 C -34.85 -13.03 -7.50  -0.8769
91 N -33.85 -13.67 -6.63  1.4221
92 C -34.35 -13.70 -5.27  0.3764
93 C -35.70 -14.33 -5.11  -1.8919
94 C -33.23 -14.91 -7.12  -1.5890
95 C -31.86 -15.16 -6.54  -0.3117
96 H -33.99 -13.26 -9.51  0.3182
97 H -33.49 -11.77 -8.73  -0.1373
98 H -35.08 -11.90 -9.33  0.6031
99 H -35.35 -12.27 -6.90  0.5026
100 H -35.63 -13.77 -7.66  0.2842
101 H -33.63 -14.25 -4.67  -0.0614
102 H -34.40 -12.68 -4.89  -0.2088
103 H -36.50 -13.68 -5.43  0.3754
104 H -35.83 -15.20 -5.76  0.3169
105 H -35.82 -14.56 -4.05  0.4447
106 H -33.21 -14.91 -8.21  0.5964
107 H -33.86 -15.77 -6.87  0.3541
108 H -31.95 -15.46 -5.50  0.7216
109 H -31.20 -14.29 -6.55  -0.4598
110 H -31.40 -15.93 -7.16  0.3042
111 C -28.29 -13.36 -13.14  -1.6369
112 C -27.71 -13.54 -11.77  -0.0947
113 N -28.62 -13.96 -10.71  0.1686
114 C -27.84 -14.24 -9.44  1.7245
115 C -26.70 -15.23 -9.62  -2.0150
116 C -29.64 -12.97 -10.48  0.5886
117 C -30.82 -13.70 -9.70  -0.6993
118 H -28.96 -14.18 -13.40  0.3061
119 H -27.48 -13.41 -13.87  0.4944
120 H -28.77 -12.38 -13.21  0.2942
121 H -27.00 -14.36 -11.86  0.3552
122 H -27.14 -12.68 -11.43  0.1918
123 H -27.46 -13.31 -9.01  -0.6883
124 H -28.46 -14.51 -8.58  -0.3286
125 H -27.06 -16.10 -10.18  0.5322
126 H -25.80 -14.89 -10.13  0.3509
127 H -26.31 -15.51 -8.65  0.3385
128 H -29.96 -12.62 -11.46  0.3612
129 H -29.21 -12.13 -9.94  -0.4994
130 H -30.48 -13.79 -8.67  -0.2672
131 H -31.09 -14.67 -10.12  0.3253
132 H -31.64 -12.98 -9.77  0.0109
133 C -29.54 -6.30 -6.57  -0.9448
134 C -28.27 -5.96 -5.79  0.9158
135 N -28.55 -4.88 -4.85  0.2132
136 C -27.30 -4.63 -4.13  0.3340
137 C -27.32 -3.36 -3.22  -1.6587
138 C -29.69 -5.08 -3.93  -0.8197
139 C -29.51 -6.23 -3.00  3.4926
140 H -29.42 -6.99 -7.41  0.1951
141 H -30.08 -5.41 -6.89  0.4969
142 H -30.18 -6.82 -5.85  -0.3739
143 H -27.82 -6.78 -5.22  -0.5656
144 H -27.52 -5.68 -6.53  0.5307
145 H -27.03 -5.45 -3.46  -0.1750
146 H -26.45 -4.55 -4.80  0.4397
147 H -26.29 -3.21 -2.89  0.5020
148 H -27.65 -2.52 -3.83  0.3796
149 H -27.94 -3.44 -2.33  0.0882
150 H -30.57 -5.31 -4.54  -0.8244
151 H -29.99 -4.21 -3.35  0.6821
152 H -30.30 -6.24 -2.25  -0.8200
153 H -28.65 -6.16 -2.33  -0.8911
154 H -29.46 -7.14 -3.60  -1.0489
155 C -30.03 -9.64 -12.31  -1.4185
156 C -30.60 -9.15 -10.94  1.4704
157 N -31.96 -8.57 -11.04  0.1333
158 C -32.92 -9.64 -11.26  -0.0115
159 C -34.31 -9.12 -11.61  -1.6864
160 C -32.24 -7.82 -9.84  0.5016
161 C -31.57 -6.45 -9.96  -1.4119
162 H -28.96 -9.81 -12.22  0.0128
163 H -30.15 -8.92 -13.12  0.3663
164 H -30.55 -10.56 -12.55  0.4706
165 H -30.61 -10.03 -10.29  -0.1621
166 H -29.87 -8.44 -10.55  -0.7351
167 H -33.08 -10.19 -10.33  0.1108
168 H -32.68 -10.33 -12.07  0.4057
169 H -35.02 -9.92 -11.85  0.4493
170 H -34.28 -8.38 -12.40  0.4068
171 H -34.78 -8.59 -10.78  0.2919
172 H -33.29 -7.63 -9.64  0.7361
173 H -31.93 -8.39 -8.96  -0.4566
174 H -30.52 -6.55 -9.66  -0.0673
175 H -31.64 -5.94 -10.92  0.3689
176 H -32.05 -5.70 -9.32  0.4744
177 C -30.38 -13.11 0.49  -0.7640
178 C -31.00 -14.39 -0.04  -0.5591
179 N -32.18 -14.23 -0.89  0.0218
180 C -32.01 -13.44 -2.13  0.3858
181 C -30.93 -14.05 -3.05  -0.5739
182 C -33.32 -13.66 -0.11  -0.4972
183 C -34.71 -13.82 -0.73  -0.8677
184 H -29.47 -13.30 1.06  0.5208
185 H -30.98 -12.50 1.16  0.4357
186 H -30.14 -12.42 -0.32  -0.1142
187 H -30.27 -14.87 -0.68  0.1044
188 H -31.15 -15.11 0.77  0.4906
189 H -32.93 -13.57 -2.71  -0.4320
190 H -31.89 -12.40 -1.84  0.2606
191 H -29.90 -13.84 -2.78  0.0608
192 H -31.10 -15.13 -3.05  0.6928
193 H -31.06 -13.73 -4.09  -0.6973
194 H -33.09 -12.62 0.08  0.3269
195 H -33.38 -14.21 0.83  0.4450
196 H -35.55 -13.35 -0.21  0.4619
197 H -34.99 -14.87 -0.84  0.3349
198 H -34.65 -13.29 -1.68  -0.2246
199 C -22.80 -11.19 0.37  -1.6704
200 C -23.74 -11.67 -0.75  0.5768
201 N -24.86 -12.46 -0.20  1.0689
202 C -24.33 -13.63 0.60  -0.9699
203 C -23.50 -14.69 -0.17  -1.1804
204 C -25.73 -12.81 -1.33  0.1733
205 C -27.06 -13.37 -0.78  -0.3296
206 H -23.42 -10.79 1.18  0.2378
207 H -22.23 -10.33 0.01  0.4369
208 H -22.22 -12.02 0.76  0.3511
209 H -24.18 -10.78 -1.20  -0.3216
210 H -23.21 -12.27 -1.49  -0.1590
211 H -23.72 -13.29 1.45  0.5993
212 H -25.18 -13.95 1.20  0.5233
213 H -23.04 -15.27 0.64  0.4224
214 H -24.13 -15.34 -0.79  0.2231
215 H -22.67 -14.32 -0.77  0.2351
216 H -25.27 -13.55 -1.97  0.1367
217 H -25.92 -12.05 -2.09  -0.3891
218 H -26.99 -14.39 -0.42  0.7054
219 H -27.78 -13.42 -1.60  -0.5164
220 H -27.51 -12.68 -0.07  -0.1492
221 C -22.84 -7.11 0.37  -1.3600
222 C -23.21 -7.03 -1.08  1.0300
223 O -22.12 -7.68 -1.79  -0.4611
224 P -22.48 -8.38 -3.22  0.2937
225 O -23.06 -9.76 -3.17  -0.1300
226 O -23.47 -7.28 -3.89  -0.1779
227 C -24.36 -7.63 -4.91  2.4523
228 C -24.27 -6.62 -6.02  -0.5300
229 O -21.09 -8.29 -4.10  -0.3268
230 C -20.39 -7.04 -4.23  -0.1335
231 C -19.79 -6.93 -5.60  -1.1466
232 H -21.94 -6.52 0.56  0.4034
233 H -23.70 -6.80 0.98  0.2583
234 H -22.50 -8.08 0.74  0.2241
235 H -24.15 -7.45 -1.43  -0.3762
236 H -23.25 -5.98 -1.37  0.1515
237 H -24.27 -8.66 -5.27  -0.7151
238 H -25.40 -7.61 -4.57  -0.6968
239 H -25.19 -6.59 -6.59  -0.6413
240 H -24.18 -5.65 -5.52  0.5072
241 H -23.42 -6.81 -6.67  0.1203
242 H -21.11 -6.26 -3.99  0.2519
243 H -19.62 -6.96 -3.47  0.3535
244 H -19.24 -6.05 -5.91  0.3908
245 H -19.06 -7.73 -5.76  0.3089
246 H -20.55 -7.15 -6.36  0.1373
247 C -26.11 -3.19 1.09  -1.3482
248 C -27.42 -3.94 0.72  0.1481
249 O -27.51 -5.21 1.35  -0.3970
250 P -27.35 -6.55 0.44  0.0475
251 O -26.34 -6.41 -0.64  0.0950
252 O -27.01 -7.68 1.54  -0.4793
253 C -26.81 -9.04 1.13  0.7788
254 C -26.32 -9.90 2.30  -1.3905
255 O -28.88 -6.86 -0.07  0.3874
256 C -29.93 -6.83 0.80  0.1067
257 C -30.66 -5.50 0.76  -1.2850
258 H -25.28 -3.69 0.61  0.2053
259 H -26.02 -2.17 0.72  0.4222
260 H -26.00 -3.05 2.17  0.3356
261 H -28.29 -3.40 1.09  0.4128
262 H -27.55 -3.92 -0.36  -0.1714
263 H -27.77 -9.42 0.79  -0.0205
264 H -26.19 -9.10 0.23  -0.1144
265 H -25.42 -9.55 2.81  0.4078
266 H -27.04 -10.10 3.09  0.4120
267 H -26.16 -10.92 1.94  0.1249
268 H -30.65 -7.57 0.43  -0.2154
269 H -29.75 -7.18 1.82  0.4663
270 H -30.61 -5.09 -0.25  0.1750
271 H -31.69 -5.73 1.01  0.4451
272 H -30.25 -4.76 1.44  0.3144
273 C -20.23 -11.10 -9.97  -1.1425
274 C -20.71 -10.44 -8.68  -0.1415
275 O -21.91 -11.11 -8.25  -0.2352
276 P -23.34 -10.42 -8.18  0.4526
277 O -23.35 -8.95 -7.99  -0.4749
278 O -24.08 -11.29 -7.03  0.3470
279 C -23.49 -11.36 -5.67  0.3079
280 C -22.95 -12.78 -5.46  -1.6501
281 O -23.97 -10.87 -9.63  0.0872
282 C -24.12 -12.21 -9.93  0.5182
283 C -24.12 -12.31 -11.46  -1.3686
284 H -19.36 -10.55 -10.32  0.4184
285 H -20.05 -12.17 -9.83  0.3009
286 H -21.05 -11.08 -10.69  0.1411
287 H -19.95 -10.60 -7.92  0.3277
288 H -20.85 -9.37 -8.89  0.2103
289 H -22.72 -10.60 -5.57  0.2613
290 H -24.26 -11.14 -4.93  0.0855
291 H -23.69 -13.50 -5.84  0.2964
292 H -22.01 -12.82 -6.01  0.3195
293 H -22.73 -12.97 -4.41  0.2466
294 H -23.33 -12.86 -9.56  0.3475
295 H -25.07 -12.65 -9.63  -0.3898
296 H -24.93 -11.68 -11.80  0.0994
297 H -23.14 -12.09 -11.90  0.3144
298 H -24.35 -13.31 -11.84  0.3839
299 C -27.15 -10.12 -8.00  1.0536
300 C -27.03 -10.47 -6.54  1.1659
301 O -28.28 -10.25 -5.88  0.5325
302 P -28.92 -11.42 -4.95  -0.9353
303 O -28.85 -12.75 -5.61  0.5488
304 O -28.25 -11.30 -3.47  -0.3902
305 C -28.49 -10.18 -2.59  0.9245
306 C -27.29 -9.18 -2.62  0.8791
307 O -30.44 -10.93 -4.66  0.8430
308 C -31.51 -10.99 -5.57  1.1759
309 C -31.30 -10.20 -6.88  -0.0194
310 H -26.35 -10.61 -8.55  -0.7495
311 H -28.08 -10.56 -8.35  -0.4952
312 H -27.16 -9.03 -8.04  -0.3159
313 H -26.67 -11.50 -6.52  -0.0244
314 H -26.26 -9.91 -6.00  -0.7741
315 H -29.39 -9.64 -2.87  -0.6544
316 H -28.68 -10.59 -1.59  -0.0434
317 H -26.41 -9.68 -2.22  -0.2969
318 H -27.15 -8.76 -3.62  -0.7599
319 H -27.55 -8.30 -2.04  -0.2870
320 H -31.68 -12.05 -5.74  -0.8524
321 H -32.39 -10.58 -5.09  -0.8246
322 H -31.15 -9.14 -6.68  -0.3646
323 H -30.47 -10.64 -7.44  -0.3774
324 H -32.20 -10.22 -7.49  0.5632

## Properties
Maximum force (eV/Å): 3.9
LUMO energy (eV): 0.57
2S+1: 1
Gap between HOMO and LUMO (eV): 8.54
Relative energy (zero: lowest compared OMol25 entry of this formula, charge and spin) (eV): 0.000